Formula: C22H24Cl2N4
Source: the Open Molecules 2025 dataset
Level of theory: ωB97M-V with the def2-TZVPD basis set

Geometry as XYZ:
```
52
Properties=species:S:1:pos:R:3:forces:R:3:lowdin_charge:R:1
Cl 19.534 -14.562 -12.493 -0.05 -0.14 -0.22 0.5514
C 18.310 -15.837 -12.303 -0.37 -0.36 0.75 -0.6735
C 18.866 -17.235 -12.227 0.57 -0.24 0.00 -0.6371
Cl 19.819 -17.534 -10.739 0.02 0.21 0.22 0.5492
H 17.556 -15.808 -13.084 0.28 0.27 -0.33 0.0457
H 17.794 -15.629 -11.366 0.02 0.08 -0.03 0.0697
H 19.566 -17.471 -13.025 -0.23 0.12 -0.23 0.0711
H 18.066 -17.971 -12.200 -0.13 0.08 -0.12 0.0355
N 16.170 -18.169 -15.534 0.03 0.16 0.13 0.0612
C 15.841 -16.898 -15.762 -0.01 -0.21 0.60 -0.1459
C 15.315 -16.056 -14.778 0.46 -0.28 -1.34 -0.0817
C 15.122 -16.570 -13.520 -0.59 0.61 0.25 -0.1082
C 15.444 -17.888 -13.265 0.21 -0.50 0.11 -0.0846
C 15.984 -18.649 -14.295 -0.12 0.43 -0.69 -0.1417
H 16.007 -16.519 -16.762 0.01 -0.06 -0.11 0.1014
H 15.092 -15.049 -15.105 -0.16 0.11 0.48 0.1045
H 14.675 -15.919 -12.776 0.10 -0.23 0.22 0.1134
H 15.294 -18.326 -12.286 0.05 0.02 0.01 0.0984
H 16.272 -19.686 -14.185 -0.04 0.00 0.28 0.0855
N 17.173 -20.466 -11.279 0.05 0.55 -0.16 0.0550
C 18.465 -20.805 -11.173 -0.42 -0.84 0.62 -0.1722
C 18.997 -21.930 -11.806 -0.59 0.59 -0.73 -0.0474
C 18.166 -22.577 -12.716 0.37 -0.72 0.15 -0.0725
C 16.826 -22.260 -12.806 -0.08 0.73 -0.39 -0.0662
C 16.379 -21.161 -12.085 0.25 -0.52 0.15 -0.1847
H 18.998 -20.209 -10.446 0.38 -0.03 -0.17 0.0623
H 20.012 -22.290 -11.736 0.14 0.38 0.32 0.0966
H 18.601 -23.368 -13.317 -0.18 -0.17 0.05 0.0825
H 16.154 -22.742 -13.504 0.09 -0.18 0.06 0.1061
H 15.344 -20.845 -12.169 -0.01 0.05 0.15 0.1023
N 18.360 -22.975 -6.879 -0.28 -0.06 -0.01 0.0465
C 17.926 -22.200 -7.874 0.69 0.23 -0.06 -0.1538
C 17.677 -20.848 -7.721 -0.49 0.17 0.36 -0.0787
C 17.779 -20.311 -6.449 -0.10 0.27 -0.06 -0.0855
C 18.188 -21.106 -5.396 0.23 -0.61 0.40 -0.0758
C 18.478 -22.445 -5.655 -0.13 0.00 -1.15 -0.1472
H 17.875 -22.632 -8.866 -0.12 -0.26 0.05 0.0952
H 17.332 -20.216 -8.529 0.08 -0.20 -0.18 0.0859
H 17.513 -19.271 -6.304 0.14 0.01 0.15 0.1050
H 18.297 -20.728 -4.388 -0.06 0.12 -0.03 0.0979
H 18.829 -23.176 -4.942 0.01 0.34 0.51 0.0984
N 20.314 -25.327 -13.701 0.17 0.11 -0.18 0.0468
C 21.441 -24.610 -13.644 -0.18 -0.48 -0.10 -0.1480
C 22.703 -25.193 -13.524 -0.63 0.43 -0.17 -0.0675
C 22.775 -26.574 -13.485 0.42 0.12 0.23 -0.0864
C 21.620 -27.336 -13.553 0.35 0.49 -0.04 -0.0655
C 20.416 -26.651 -13.674 -0.01 -0.49 0.03 -0.1523
H 21.278 -23.544 -13.753 0.33 0.12 0.18 0.0970
H 23.584 -24.569 -13.487 0.06 -0.04 0.01 0.1010
H 23.755 -27.025 -13.384 -0.10 -0.19 -0.04 0.1058
H 21.710 -28.412 -13.516 -0.35 -0.05 -0.06 0.1014
H 19.493 -27.209 -13.778 -0.07 0.06 0.12 0.1036
```
Positions in Å, forces in eV/Å.

The HOMO-LUMO gap comes out at 10.273 eV. Its LUMO energy is 0.75 eV. The HOMO energy is -9.519 eV. The max |F| is 1.45 eV Å⁻¹. The energy comes out at -54207.8103 eV. The SMILES is c1ccncc1.c1ccncc1.c1ccncc1.c1ccncc1.ClCCCl. Its spin multiplicity is 1. The calculation puts the energy relative to the best compared isomer or geometry (same formula, charge and spin) at 0.0 kJ/mol.

***

Formula: C22H24Cl2N4
Source: the Open Molecules 2025 dataset
Level of theory: ωB97M-V with the def2-TZVPD basis set

Geometry as XYZ:
```
52
Properties=species:S:1:pos:R:3:forces:R:3:lowdin_charge:R:1
Cl -4.389 -0.609 -7.105 0.18 -0.93 0.20 0.4748
C -3.560 -2.115 -6.456 -0.02 0.93 0.17 -0.6367
C -3.614 -3.302 -7.365 -0.14 0.55 -0.22 -0.6629
Cl -2.719 -2.913 -8.851 -0.02 -0.25 -0.38 0.5390
H -4.065 -2.364 -5.522 0.23 0.21 0.06 0.0725
H -2.529 -1.786 -6.328 -0.17 -0.17 0.37 0.0609
H -4.657 -3.516 -7.595 0.22 -0.32 -0.21 0.0740
H -3.093 -4.139 -6.901 -0.27 -0.01 0.03 0.0755
N 1.763 8.199 0.882 -0.88 -0.82 0.80 0.0550
C 1.624 6.847 0.801 1.21 2.21 -0.81 -0.1657
C 1.268 6.053 1.836 -1.16 -0.08 1.49 -0.0984
C 0.887 6.677 3.025 0.03 1.10 0.00 -0.0601
C 0.869 8.103 3.116 0.46 -1.91 0.16 -0.0684
C 1.354 8.804 2.038 0.34 -0.82 -2.20 -0.1511
H 1.911 6.380 -0.130 0.03 0.20 -0.29 0.1007
H 1.169 4.989 1.680 0.17 -0.11 0.24 0.0984
H 0.607 6.072 3.874 -0.15 0.05 0.11 0.0961
H 0.580 8.595 4.033 -0.11 0.01 -0.02 0.0953
H 1.380 9.880 1.943 0.07 0.15 0.52 0.0982
N -1.681 0.606 -2.623 -0.01 0.40 0.73 0.0482
C -2.587 1.544 -2.297 0.06 0.20 1.06 -0.1448
C -2.513 2.346 -1.134 1.52 -1.00 -0.55 -0.0665
C -1.448 2.107 -0.243 -0.28 -0.06 -0.63 -0.0872
C -0.469 1.145 -0.547 -1.50 0.43 -1.50 -0.0585
C -0.658 0.455 -1.777 0.62 0.96 1.11 -0.1592
H -3.444 1.640 -2.947 0.06 0.08 -0.31 0.0964
H -3.103 3.235 -0.971 -0.53 -0.32 -0.06 0.0947
H -1.457 2.752 0.623 0.53 -0.13 0.28 0.0916
H 0.462 1.005 -0.018 -0.20 -0.07 0.32 0.0929
H 0.191 -0.152 -2.053 -0.26 -0.54 -0.45 0.0944
N 3.552 -2.429 0.336 1.39 -1.12 0.33 0.0493
C 3.944 -2.681 1.624 1.51 0.44 -1.70 -0.1351
C 5.136 -3.385 1.942 -0.74 1.54 -0.97 -0.0600
C 5.912 -3.784 0.863 0.44 -1.42 1.77 -0.1070
C 5.495 -3.655 -0.420 -0.06 -0.17 -0.71 -0.1054
C 4.344 -2.965 -0.661 -2.01 0.54 1.19 -0.1386
H 3.469 -2.108 2.406 -0.62 -0.30 0.02 0.0913
H 5.499 -3.367 2.959 -0.08 -0.45 0.06 0.0962
H 6.796 -4.390 0.996 0.32 0.21 0.43 0.1047
H 6.060 -4.175 -1.180 -0.05 0.36 -0.36 0.1075
H 3.963 -2.900 -1.669 -0.13 0.37 -0.06 0.0985
N -3.122 -4.404 2.648 1.52 1.52 -0.78 0.0399
C -3.020 -4.811 3.917 1.27 1.70 -0.85 -0.1397
C -2.058 -4.216 4.801 -1.74 -1.32 -0.07 -0.0802
C -1.240 -3.246 4.340 0.46 1.18 -0.31 -0.1159
C -1.318 -2.789 3.023 -0.89 -0.57 -0.16 -0.0831
C -2.261 -3.376 2.185 -0.14 -1.72 2.02 -0.1029
H -3.715 -5.596 4.179 0.06 -0.04 0.39 0.0954
H -2.041 -4.456 5.854 0.02 -0.35 0.01 0.0956
H -0.564 -2.737 5.012 0.15 -0.11 0.15 0.1024
H -0.695 -1.963 2.714 0.07 -0.09 -0.29 0.0952
H -2.219 -3.104 1.141 -0.77 -0.18 -0.14 0.0926
```
Positions in Å, forces in eV/Å.

The HOMO-LUMO gap comes out at 10.061 eV. Its LUMO energy is 0.48 eV. The HOMO energy is -9.582 eV. The max |F| is 2.66 eV Å⁻¹. The energy comes out at -54206.3016 eV. The SMILES is c1ccncc1.c1ccncc1.c1ccncc1.c1ccncc1.ClCCCl. Its spin multiplicity is 1. The calculation puts the energy relative to the best compared isomer or geometry (same formula, charge and spin) at 145.6 kJ/mol.

***

Formula: C22H24ClN3O5S
Source: the Open Molecules 2025 dataset
Level of theory: ωB97M-V with the def2-TZVPD basis set

Geometry as XYZ:
```
56
Properties=species:S:1:pos:R:3:forces:R:3:lowdin_charge:R:1
C 5.979 -1.821 -0.843 -2.15 2.28 1.65 0.0175
H 5.823 -2.140 0.200 0.90 -0.01 -0.31 0.0956
O 4.556 -1.899 -1.336 6.58 -3.33 -2.22 0.0053
C 3.725 -1.028 -0.972 -1.28 -5.31 -5.59 -0.4576
C 3.915 -0.216 -0.104 6.20 10.92 13.16 -0.0908
C 3.057 0.740 0.472 -1.67 0.35 0.08 -0.0493
C 1.885 0.804 -0.149 -3.51 -3.66 -2.19 -0.1112
C 1.494 -0.353 -1.145 1.52 3.01 0.85 0.1229
C 2.532 -1.184 -1.579 -6.00 3.73 0.69 -0.2028
O 2.344 -1.959 -2.613 9.99 -1.61 5.03 0.0463
C 1.236 -2.106 -3.077 -8.44 -0.37 -9.60 -0.2608
H 0.992 -1.241 -3.704 -0.47 0.99 -0.17 0.1153
H 0.262 -2.344 -2.791 -1.26 -0.67 3.11 0.0898
H 1.286 -2.798 -3.920 0.39 -0.69 -0.10 0.1149
H 0.501 -0.339 -1.630 0.77 0.03 0.58 0.1086
C 0.790 1.605 0.377 -3.03 -1.13 -4.09 -0.3386
N 0.694 2.355 1.333 6.26 2.63 7.01 0.0760
O -0.406 2.989 1.449 -3.93 0.83 0.99 0.0862
C -1.258 2.471 0.498 8.93 -1.47 -3.02 -0.2678
N -0.419 1.739 -0.238 -4.27 -1.63 -2.22 0.2237
C -2.463 3.045 0.090 0.76 5.57 2.56 -0.2439
C -3.377 2.492 1.074 -6.13 -2.30 -4.51 -0.1175
N -3.735 1.079 0.654 0.26 3.52 -1.82 -0.2280
S -3.500 -0.065 1.689 -7.86 -9.44 -6.21 0.6937
O -3.935 0.090 3.000 1.24 2.89 3.63 -0.2195
O -4.546 -1.224 1.151 4.68 3.89 0.61 -0.3945
C -1.962 -0.728 1.365 1.93 1.63 6.17 -0.3359
C -1.643 -1.834 0.765 6.31 -0.87 -1.63 -0.0176
C -0.231 -2.239 0.628 -5.54 -1.23 -0.36 -0.0141
C 0.593 -1.840 1.574 4.71 -3.19 0.10 -0.3996
C 0.222 -1.000 2.577 -3.06 0.94 -2.35 -0.7252
C -1.041 -0.469 2.407 -0.16 4.77 3.83 -0.0737
H -1.328 0.406 3.245 0.71 -2.37 -2.34 0.1793
Cl 1.383 -0.369 3.527 1.64 1.16 2.60 0.8396
C 1.967 -2.569 1.595 0.91 0.99 3.98 -0.0595
H 1.979 -3.228 2.764 0.08 1.91 -3.68 0.1614
H 2.031 -3.349 0.751 0.52 1.66 1.29 0.0879
H 2.825 -1.607 1.832 -2.12 -3.55 -1.37 0.1189
H -0.057 -3.108 -0.015 0.27 0.61 0.04 0.1286
H -2.209 -2.094 0.044 -4.42 -2.82 -4.71 0.0531
C -3.579 0.961 -0.879 0.58 -9.64 2.49 -0.2186
C -3.630 2.154 -1.582 -12.17 -3.37 -7.78 -0.3614
C -2.724 3.108 -1.422 2.36 5.95 1.56 -0.1735
H -3.165 4.124 -1.818 1.47 -1.70 0.97 0.1815
H -1.833 2.785 -1.916 0.92 0.43 -0.35 0.1256
H -5.014 2.420 -1.498 3.98 0.17 0.34 0.2238
H -3.880 1.869 -2.829 1.21 0.51 3.41 0.2002
H -4.349 0.070 -1.222 1.56 2.69 0.92 0.1800
H -2.577 0.339 -0.985 -1.37 1.56 -0.13 0.1440
H -4.342 2.969 0.922 -0.24 0.55 0.34 0.1391
H -3.323 2.341 2.057 1.78 0.87 4.21 0.0857
H -2.455 4.120 0.518 0.58 -1.08 -0.90 0.2028
H 2.955 1.318 1.432 1.84 -0.54 -0.93 0.1357
H 4.940 0.036 0.544 -2.02 -1.86 -2.30 0.1891
H 6.479 -2.503 -1.441 0.96 -1.28 -0.91 0.0565
H 6.539 -0.777 -0.827 -1.68 -1.94 -0.44 0.1329
```
Positions in Å, forces in eV/Å.

The HOMO-LUMO gap comes out at 8.901 eV. Its LUMO energy is 0.23 eV. The HOMO energy is -8.669 eV. The max |F| is 18.19 eV Å⁻¹. The energy comes out at -61249.3522 eV. Its spin multiplicity is 1. The calculation puts the energy relative to the best compared isomer or geometry (same formula, charge and spin) at 1987.4 kJ/mol.

***

Formula: C22H24CuN9P
Source: the Open Molecules 2025 dataset
Level of theory: ωB97M-V with the def2-TZVPD basis set

Geometry as XYZ:
```
57
Properties=species:S:1:pos:R:3:forces:R:3:lowdin_spin:R:1
Cu -1.229 -1.210 -0.388 0.10 -0.14 0.04 0.0002
C -3.101 3.403 1.765 -0.02 0.03 0.02 0.0001
N -2.907 1.962 1.620 -0.02 0.02 0.02 0.0000
C -3.643 0.993 2.239 0.02 0.00 0.00 0.0000
C -3.123 -0.206 1.838 0.04 -0.05 -0.01 0.0000
N -2.083 0.018 0.981 -0.16 0.17 0.06 0.0000
C -1.974 1.338 0.863 0.07 -0.09 -0.07 0.0005
P -0.695 2.188 -0.114 -0.07 0.02 -0.03 0.0028
C -1.034 1.423 -1.723 0.01 0.14 0.01 0.0009
N -1.310 0.143 -1.941 0.01 0.05 -0.12 0.0003
C -1.486 0.013 -3.286 0.01 -0.07 0.07 0.0012
C -1.311 1.230 -3.887 -0.07 0.00 -0.03 0.0007
N -1.027 2.115 -2.892 0.02 -0.03 0.00 0.0012
C -0.814 3.549 -3.072 0.02 0.05 -0.02 0.0004
C 0.680 1.023 0.391 -0.05 0.26 0.02 0.0111
N 1.843 -0.960 -0.348 -0.14 0.01 -0.16 0.0238
C 3.150 -1.138 0.283 -0.03 -0.09 -0.15 0.0174
C 3.438 0.080 1.144 0.08 0.06 0.10 0.0498
N 0.980 0.791 1.641 -0.10 -0.04 -0.03 0.0052
C 0.265 1.355 2.785 0.01 0.02 0.06 0.0008
H -4.025 3.575 2.308 0.00 -0.01 0.00 0.0000
H -2.279 3.851 2.322 0.01 -0.02 0.00 0.0000
H -3.178 3.874 0.787 0.00 -0.01 0.00 0.0000
H -4.466 1.227 2.892 0.01 0.03 -0.01 0.0000
H -3.435 -1.199 2.111 -0.01 0.01 -0.01 0.0000
H -1.727 -0.930 -3.744 0.02 0.00 -0.01 0.0000
H -1.379 1.524 -4.920 0.01 0.04 0.01 0.0000
H -0.648 3.742 -4.128 0.01 -0.01 0.00 0.0000
H -1.684 4.113 -2.744 -0.01 -0.02 0.00 0.0000
H 0.063 3.874 -2.515 0.00 -0.01 0.01 0.0003
H 3.867 -1.777 -0.210 -0.04 -0.02 -0.03 0.0006
H 4.218 -0.138 1.873 -0.01 0.02 0.01 0.0011
H 0.979 1.470 3.596 -0.01 -0.01 0.01 0.0003
H -0.122 2.342 2.536 0.03 0.00 -0.02 0.0000
H -0.551 0.702 3.096 0.02 -0.03 -0.01 0.0001
N 1.023 -2.476 1.426 -0.09 -0.19 -0.05 0.0046
C 0.541 -3.431 0.493 -0.04 0.12 0.06 0.0003
C 1.014 -4.733 0.516 -0.01 -0.04 -0.01 0.0002
C 0.468 -5.662 -0.353 0.03 -0.01 0.03 0.0000
C -0.515 -5.255 -1.239 0.01 0.02 0.02 0.0001
C -0.917 -3.935 -1.207 0.00 -0.05 -0.04 0.0000
N -0.421 -3.032 -0.347 -0.01 0.03 -0.04 0.0002
C 1.832 -1.408 0.997 0.14 0.35 0.25 0.0076
C 2.049 -0.163 1.863 -0.06 -0.11 0.02 0.0283
C 3.812 1.332 0.406 0.05 -0.02 0.16 0.3832
C 3.338 1.689 -0.846 -0.16 0.00 -0.21 0.0286
C 2.208 1.156 -1.433 -0.18 0.46 -0.04 0.3555
N 1.356 0.382 -0.588 0.51 -0.70 0.15 0.0398
H 1.398 -2.915 2.257 0.00 -0.04 -0.01 0.0003
H 1.800 -5.008 1.206 0.00 -0.01 0.00 0.0000
H 0.818 -6.686 -0.344 0.00 0.00 0.00 0.0000
H -0.965 -5.942 -1.940 -0.01 0.01 0.00 0.0000
H -1.682 -3.579 -1.884 0.00 0.01 0.01 0.0000
H 2.140 -0.344 2.929 0.05 -0.01 -0.01 0.0008
H 4.648 1.889 0.807 -0.01 0.02 -0.02 0.0187
H 3.902 2.413 -1.422 0.02 0.00 0.02 -0.0036
H 1.903 1.343 -2.453 0.01 -0.12 -0.01 0.0165
```
Positions in Å, forces in eV/Å.

The HOMO-LUMO gap (spin up / spin down) comes out at 7.943 / 7.314 eV. Its expectation value of S² is 0.781. Its LUMO energy (spin up / spin down) is -5.86 / -6.69 eV. The HOMO energy (spin up / spin down) is -13.802 / -14.008 eV. The max |F| is 0.88 eV Å⁻¹. The energy comes out at -90526.4720 eV. Its spin multiplicity is 2. The total charge is +2. The calculation puts the energy relative to the best compared isomer or geometry (same formula, charge and spin) at 0.0 kJ/mol.